A structure of composition C27H47ClIrN2O2Si2 at a distorted geometry, computed with wB97M-V/def2-TZVPD.

## Properties
HOMO-LUMO gap (spin up / spin down)   2.4 / 7.1 eV
Total energy   -2460.39971 a.u.
Total charge   -1
Spin multiplicity   5
Relative energy (zero: lowest compared OMol25 entry of this formula, charge and spin)   0.000 eV
HOMO energy (spin up / spin down)   0.23 / -5.31 eV

The geometry in XYZ format:
```
82
Properties=species:S:1:pos:R:3:mulliken_charge:R:1
Ir 0.68 -0.15 -0.63 -1.6769
Cl 2.72 -0.19 -2.01 -0.4341
N 0.92 1.90 -0.61 0.9345
N 0.86 -2.20 -0.59 0.9675
C 0.42 2.68 -1.50 0.3846
C 0.36 -2.97 -1.48 1.0318
C 1.88 2.72 0.22 1.5850
C 2.15 3.86 -0.76 -0.9955
C 3.14 2.00 0.62 -1.7070
C 1.11 3.24 1.44 -1.3099
H 3.64 1.58 -0.24 0.3958
H 2.92 1.20 1.32 0.0308
H 3.81 2.70 1.11 0.4539
H 0.25 3.83 1.13 0.4859
H 1.77 3.88 2.03 0.4322
H 0.77 2.41 2.05 -0.3373
C 1.77 -3.04 0.28 1.8473
C 2.03 -4.20 -0.68 -1.0155
C 0.97 -3.52 1.48 -0.5637
C 3.05 -2.35 0.68 -1.8079
H 3.57 -1.94 -0.18 0.4147
H 3.69 -3.07 1.18 0.4358
H 2.84 -1.54 1.38 -0.0240
H 0.09 -4.08 1.17 0.5019
H 0.64 -2.67 2.08 -1.0074
H 1.59 -4.16 2.10 0.4836
O 0.86 -4.22 -1.55 -0.4429
H 2.10 -5.16 -0.19 0.3515
H 2.91 -4.03 -1.31 0.3570
O 0.96 3.91 -1.59 -0.4110
H 3.00 3.66 -1.41 0.3890
H 2.26 4.83 -0.28 0.3425
C -0.72 2.36 -2.37 -0.8792
C -0.74 -2.64 -2.40 -0.8872
C -0.62 -1.34 -3.14 0.5745
H -1.65 -2.59 -1.78 -0.5171
H -0.87 -3.47 -3.07 0.4958
C -0.33 -0.14 -2.48 0.0135
C -0.61 1.07 -3.13 0.5291
H -0.86 -0.13 -0.40 -0.0156
C -0.92 1.08 -4.50 1.2849
C -1.03 -0.12 -5.16 -0.9354
C -1.17 2.36 -5.26 -1.8426
C -0.93 -1.34 -4.51 1.1902
H -1.25 -0.12 -6.23 0.1755
C -1.18 -2.60 -5.28 -1.9713
H -1.30 -2.38 -6.34 0.3890
H -2.09 -3.11 -4.95 0.3549
H -0.36 -3.31 -5.19 0.3473
H -2.07 2.87 -4.93 0.3480
H -1.28 2.14 -6.32 0.3944
H -0.34 3.06 -5.16 0.3555
H -0.88 3.20 -3.03 0.3886
H -1.60 2.30 -1.72 -0.3189
C -1.03 -0.18 4.90 -1.2990
Si -0.35 -0.89 3.30 -0.6761
C 1.32 -1.40 4.07 -1.3434
C -1.60 -2.30 2.98 -0.8504
C 0.02 0.17 1.65 1.6391
Si -1.65 1.35 1.85 0.5998
C -1.60 2.61 3.28 -1.2528
C -2.33 2.50 0.57 -1.4397
C -3.26 0.41 2.06 -1.3726
H -1.08 -1.00 5.65 0.3960
H -2.06 0.21 4.80 0.3266
H -0.35 0.59 5.30 0.2824
H 1.12 -2.03 4.96 0.3544
H 2.03 -1.93 3.43 0.3681
H 1.83 -0.47 4.41 0.2908
H -1.48 -2.79 2.00 0.1243
H -1.50 -3.05 3.79 0.4002
H -2.65 -1.99 2.98 0.4621
H 0.97 0.52 2.06 -0.5948
H -0.90 3.44 3.09 0.3715
H -2.61 3.07 3.36 0.2847
H -1.36 2.22 4.26 0.3311
H -1.60 3.24 0.21 0.5313
H -2.82 1.87 -0.20 0.1888
H -3.16 3.08 1.02 0.4604
H -3.38 -0.34 1.24 0.1637
H -3.35 -0.05 3.05 0.3554
H -4.12 1.12 2.01 0.3322
```